Entry 1:
DFT (ωB97M-V with the def2-TZVPD basis set) results for C5H8O2 as an isolated structure.

Its HOMO energy is -9.040 eV. The calculation puts the orbital gap at 9.6474 eV. As for the charge: 0. The lowest unoccupied orbital energy is 0.61 eV.

CARTESIAN COORDINATES (ANGSTROEM)
O (-0.4339, -0.4554, 2.5926)
C (-0.6984, 0.3550, 1.4741)
C (0.4999, 0.3438, 0.5415)
O (0.8578, -1.0132, 0.2208)
C (0.6198, -0.8054, -1.1737)
C (-0.7058, -0.8936, -1.6683)
C (0.2192, 0.7254, -0.9179)
H (-0.1923, -1.3215, 2.2316)
H (-1.5838, 0.0088, 0.9197)
H (-0.8851, 1.3702, 1.8421)
H (1.3553, 0.8657, 0.9860)
H (1.5233, -0.9742, -1.7683)
H (-0.8312, 0.9868, -1.1075)
H (-0.6274, -0.6078, -2.7355)
H (0.8828, 1.4155, -1.4374)

Atoms 1-2, force components in eV/Å:
0.0460 -0.2521 -0.0107
-0.0869 0.2531 -0.2042



Entry 2:
DFT (ωB97M-V with the def2-TZVPD basis set) results for an isolated ion of composition C3H7OS and charge -1.

Its HOMO energy is -2.337 eV. The calculation puts the orbital gap at 5.6447 eV. The SMILES is [O-]CCCS. As for the charge: -1. The lowest unoccupied orbital energy is 3.31 eV.

CARTESIAN COORDINATES (ANGSTROEM)
O (-0.6651, -1.5537, 1.4030)
C (0.4945, -1.2970, 0.7502)
C (0.3181, -0.2694, -0.4090)
C (-0.6939, 0.7704, -0.0070)
S (-1.0627, 2.0700, -1.2032)
H (1.2911, -0.8959, 1.4219)
H (0.8791, -2.2223, 0.2712)
H (0.0384, -0.7801, -1.3337)
H (1.2585, 0.2397, -0.6665)
H (-1.6308, 0.2625, 0.2188)
H (-0.4118, 1.1710, 0.9653)
H (0.1846, 2.5048, -1.4111)

Atoms 1-2, force components in eV/Å:
0.1224 0.1364 -0.0834
-1.0420 -0.2446 0.2070



Entry 3:
DFT (ωB97M-V with the def2-TZVPD basis set) results for a single C18H24FN3O3S2 molecule.

Its HOMO energy is -8.242 eV. The calculation puts the orbital gap at 8.8235 eV. The SMILES is CSCC[C@H](NC(=O)OC(C)(C)C)c1nnc(SCc2cccc(F)c2)o1. As for the charge: 0. The lowest unoccupied orbital energy is 0.58 eV.

CARTESIAN COORDINATES (ANGSTROEM)
C (2.3415, -3.2465, -3.4014)
S (3.3129, -1.7160, -3.2888)
C (4.1791, -1.9917, -1.7080)
C (3.2899, -1.9342, -0.4744)
C (2.6921, -0.5410, -0.2272)
N (2.0851, -0.5103, 1.0931)
C (0.8728, 0.0194, 1.4108)
O (0.0621, 0.4258, 0.6161)
O (0.7321, -0.0211, 2.7443)
C (-0.4672, 0.5041, 3.3714)
C (-0.2473, 0.2391, 4.8615)
C (-1.7049, -0.2414, 2.8735)
C (-0.5780, 2.0037, 3.1034)
C (1.6730, -0.1956, -1.2522)
N (1.5670, 0.9202, -1.8909)
N (0.4819, 0.8252, -2.6781)
C (-0.0170, -0.3530, -2.4729)
S (-1.4353, -1.0290, -3.1803)
C (-2.3320, 0.5565, -3.4475)
C (-2.6548, 1.1656, -2.1228)
C (-3.6277, 0.5905, -1.3111)
C (-3.8964, 1.1097, -0.0587)
C (-3.1989, 2.2121, 0.4047)
C (-2.2329, 2.7701, -0.4115)
F (-1.5548, 3.8483, 0.0324)
C (-1.9454, 2.2682, -1.6665)
O (0.6989, -1.0713, -1.5872)
H (1.5499, -3.2475, -2.6572)
H (2.9986, -4.1020, -3.2734)
H (1.9050, -3.2575, -4.3946)
H (4.6718, -2.9625, -1.7749)
H (4.9369, -1.2094, -1.6719)
H (3.8955, -2.2062, 0.3945)
H (2.4762, -2.6575, -0.5550)
H (3.4771, 0.2266, -0.2955)
H (2.6823, -0.7446, 1.8712)
H (-0.1455, -0.8279, 5.0410)
H (0.6594, 0.7346, 5.1980)
H (-1.0903, 0.6164, 5.4323)
H (-2.5771, 0.0914, 3.4291)
H (-1.5805, -1.3123, 3.0212)
H (-1.8639, -0.0471, 1.8163)
H (-1.4457, 2.4059, 3.6184)
H (0.3125, 2.5152, 3.4625)
H (-0.6795, 2.1891, 2.0384)
H (-1.6830, 1.1890, -4.0482)
H (-3.2256, 0.2755, -4.0031)
H (-4.1644, -0.2782, -1.6636)
H (-4.6497, 0.6520, 0.5647)
H (-3.3889, 2.6325, 1.3793)
H (-1.1670, 2.7174, -2.2617)

Atoms 1-2, force components in eV/Å:
0.3109 0.4373 0.2051
0.1378 -0.2367 -0.1321



Entry 4:
DFT (ωB97M-V with the def2-TZVPD basis set) results for C37H37FIrN5OS as an isolated structure.

Its HOMO energy (spin up / spin down) is -9.475 / -9.470 eV. The calculation puts the orbital gap (spin up / spin down) at 4.3609 / 4.3697 eV. As for the charge: +1. The expectation value of S² is 0.7610. Its multiplicity is 2. The lowest unoccupied orbital energy (spin up / spin down) is -5.11 / -5.10 eV.

CARTESIAN COORDINATES (ANGSTROEM)
Ir (0.4441, 0.0726, -0.3249)
C (2.7979, 0.2404, 3.2666)
C (2.0657, -0.1710, 2.0301)
N (1.2757, 0.6848, 1.4115)
N (1.2894, 1.9376, 1.8697)
C (0.1556, 2.5778, 2.0897)
N (0.2630, 3.9158, 2.2150)
S (-1.3703, 1.8445, 2.3142)
C (2.1744, -1.4912, 1.4524)
C (3.0914, -2.4480, 1.9053)
C (3.1691, -3.6744, 1.2867)
C (2.3106, -3.9508, 0.2261)
C (1.4210, -2.9728, -0.1595)
N (1.3412, -1.7692, 0.4182)
H (2.1503, 0.8510, 3.8907)
H (3.6645, 0.8566, 3.0126)
H (3.1319, -0.6187, 3.8439)
H (1.1714, 4.3460, 2.1763)
H (-0.5154, 4.4245, 2.5924)
H (3.7533, -2.2049, 2.7226)
H (3.8943, -4.4092, 1.6097)
H (2.3298, -4.9044, -0.2808)
H (0.7336, -3.1525, -0.9724)
O (-0.9653, -0.7210, -1.9412)
C (-0.8833, -1.8047, -2.8729)
C (-0.0698, -1.4662, -4.1222)
C (1.0193, -0.4231, -3.8762)
C (2.1812, -0.8280, -3.0068)
C (3.1654, -1.6920, -3.4759)
C (4.3308, -1.8585, -2.7499)
C (4.5016, -1.1216, -1.5860)
C (3.4634, -0.3138, -1.1650)
N (2.3098, -0.2045, -1.8295)
H (-1.4619, 0.0121, -2.3322)
H (-1.8966, -2.0980, -3.1529)
H (-0.4467, -2.6338, -2.3240)
H (-0.7339, -1.0674, -4.8916)
H (0.3572, -2.3909, -4.5170)
H (0.5870, 0.4776, -3.4408)
H (1.4343, -0.1422, -4.8466)
H (3.0252, -2.1958, -4.4239)
H (5.1119, -2.5179, -3.1048)
H (5.4207, -1.1607, -1.0184)
H (3.5467, 0.2776, -0.2606)
F (-5.7799, -4.4592, 2.4550)
C (-4.6796, -3.7400, 2.3572)
C (-3.4734, -4.4112, 2.1250)
C (-2.3324, -3.6675, 2.0357)
C (-2.3786, -2.2484, 2.1749)
C (-1.2408, -1.4836, 2.1301)
C (-3.6366, -1.6131, 2.3966)
C (-4.7814, -2.3543, 2.4917)
H (-3.4717, -5.4877, 2.0292)
H (-1.3766, -4.1468, 1.8637)
H (-0.2706, -1.9478, 2.0153)
H (-1.2898, -0.3879, 2.2502)
H (-3.6630, -0.5338, 2.4923)
H (-5.7474, -1.9025, 2.6678)
C (-5.2457, 1.3932, -0.2510)
C (-4.2159, 0.5095, 0.0429)
C (-2.8977, 0.8592, -0.2005)
C (-2.5681, 2.0881, -0.7836)
C (-3.6208, 2.9664, -1.0584)
C (-4.9388, 2.6327, -0.7906)
C (-1.2103, 2.5189, -1.1613)
C (-0.0084, 1.9177, -1.0413)
C (1.1308, 2.6513, -1.6778)
C (2.3077, 2.9764, -1.0008)
C (3.3270, 3.6745, -1.6320)
C (3.2065, 4.0524, -2.9618)
C (2.0518, 3.7231, -3.6550)
C (1.0298, 3.0324, -3.0196)
H (-6.2758, 1.1171, -0.0663)
H (-4.4488, -0.4616, 0.4658)
H (-2.1057, 0.1781, 0.0839)
H (-3.3908, 3.9314, -1.4943)
H (-5.7309, 3.3372, -1.0077)
H (-1.2053, 3.5059, -1.6223)
H (2.4110, 2.7117, 0.0425)
H (4.2209, 3.9324, -1.0771)
H (3.9998, 4.6029, -3.4502)
H (1.9421, 4.0118, -4.6928)
H (0.1348, 2.7747, -3.5742)

Atoms 1-2, force components in eV/Å:
-0.3968 -0.1133 -0.1497
-0.0157 -0.1025 -0.0328



Entry 5:
DFT (ωB97M-V with the def2-TZVPD basis set) results for C36H42GeN8O2S3Tc as an isolated structure.

Its HOMO energy (spin up / spin down) is -11.820 / -12.294 eV. The calculation puts the orbital gap (spin up / spin down) at 6.1150 / 5.6233 eV. As for the charge: +2. The expectation value of S² is 3.8131. Its multiplicity is 4. The lowest unoccupied orbital energy (spin up / spin down) is -5.70 / -6.67 eV.

CARTESIAN COORDINATES (ANGSTROEM)
Tc (-0.1397, 0.5980, -0.7514)
C (-0.8051, -9.0300, 0.2170)
O (0.3451, -8.9392, 1.0605)
C (0.5023, -7.8703, 1.8347)
C (-0.3824, -6.7800, 1.8604)
C (-0.1302, -5.7174, 2.6991)
C (1.0012, -5.7328, 3.5236)
C (1.8593, -6.8453, 3.5267)
C (1.6284, -7.8904, 2.6740)
N (1.3105, -4.7348, 4.4447)
N (0.7914, -3.6265, 4.4744)
C (0.3329, -2.7588, 3.5516)
C (-0.7327, -1.9146, 3.9441)
C (-1.2831, -1.0008, 3.0930)
C (-0.7227, -0.8125, 1.8075)
O (-1.1989, 0.0083, 0.9734)
C (0.4411, -1.5831, 1.4298)
N (0.9428, -1.2748, 0.2065)
C (1.9897, -1.9727, -0.2004)
C (2.6112, -2.9505, 0.5841)
C (2.1218, -3.2423, 1.8273)
C (0.9756, -2.5624, 2.2721)
H (-0.7159, -9.9812, -0.2955)
H (-0.8148, -8.2194, -0.5128)
H (-1.7191, -9.0180, 0.8115)
H (-1.2692, -6.7754, 1.2448)
H (-0.8311, -4.8946, 2.7387)
H (2.6995, -6.8526, 4.2083)
H (2.2777, -8.7542, 2.6455)
H (-1.1326, -2.0516, 4.9407)
H (-2.1355, -0.3988, 3.3736)
H (2.3835, -1.7651, -1.1814)
H (3.4820, -3.4583, 0.1944)
H (2.6142, -3.9749, 2.4497)
C (-1.6617, 2.2044, -5.3903)
Ge (-2.1387, 2.2373, -3.4895)
C (-2.8279, 4.0378, -3.1098)
C (-3.4894, 0.8709, -3.1321)
C (-0.4328, 1.7639, -2.6048)
H (-2.5168, 2.4844, -6.0065)
H (-1.3407, 1.2055, -5.6913)
H (-0.8499, 2.9018, -5.6018)
H (-3.5661, 4.3030, -3.8682)
H (-2.0262, 4.7781, -3.1531)
H (-3.3157, 4.0718, -2.1366)
H (-4.4735, 1.2189, -3.4469)
H (-3.5450, 0.6127, -2.0738)
H (-3.2543, -0.0307, -3.7001)
H (0.1512, 2.6817, -2.4567)
H (0.0787, 1.2470, -3.4136)
S (3.5129, -0.1887, -3.5444)
C (2.5741, 0.4676, -2.2812)
N (1.3614, 0.0108, -2.1747)
C (1.0854, -0.9261, -3.1751)
C (-0.1328, -1.5804, -3.3700)
C (-0.2304, -2.4658, -4.4205)
C (0.8596, -2.7083, -5.2697)
C (2.0644, -2.0662, -5.0873)
C (2.1638, -1.1657, -4.0265)
H (2.9707, 1.2022, -1.5952)
H (-0.9750, -1.3761, -2.7191)
H (-1.1652, -2.9795, -4.5998)
H (0.7498, -3.4081, -6.0869)
H (2.9012, -2.2490, -5.7473)
C (-2.5936, 6.8043, 1.5770)
C (-1.9481, 5.4817, 1.8052)
C (-1.2361, 5.1288, 2.9198)
C (-0.7305, 3.8187, 3.0012)
N (-0.9192, 2.9197, 2.0431)
C (-1.5782, 3.2756, 0.9453)
S (-1.9459, 2.2316, -0.3454)
N (-2.0752, 4.5472, 0.8365)
C (0.0327, 3.3524, 4.1967)
H (-2.3346, 7.4994, 2.3701)
H (-3.6791, 6.6875, 1.5592)
H (-2.2889, 7.2290, 0.6189)
H (-1.0989, 5.8346, 3.7252)
H (-2.5647, 4.7695, -0.0235)
H (0.2756, 4.1645, 4.8777)
H (0.9401, 2.8460, 3.8658)
H (-0.5660, 2.6126, 4.7312)
S (1.9199, 1.7039, 0.8004)
C (1.9805, 3.3885, 0.7933)
N (2.7428, 4.1208, 1.6133)
C (2.6774, 5.5545, 1.3369)
C (1.7066, 5.6133, 0.1364)
N (1.2846, 4.2188, 0.0022)
H (3.3928, 3.6904, 2.2479)
H (3.6603, 5.9506, 1.0889)
H (2.2922, 6.0977, 2.1993)
H (2.1957, 5.9636, -0.7720)
H (0.8543, 6.2599, 0.3395)
H (0.7752, 3.8565, -0.7873)

Atoms 1-2, force components in eV/Å:
0.0740 0.1578 0.3129
0.0164 -0.0062 0.0244



Entry 6:
DFT (ωB97M-V with the def2-TZVPD basis set) results for a 2-piece molecular cluster, C6H12O2 overall.

Its HOMO energy (spin up / spin down) is -13.978 / -13.851 eV. The calculation puts the orbital gap (spin up / spin down) at 9.9323 / 5.6306 eV. As for the charge: +1. The expectation value of S² is 0.7533. Its multiplicity is 2. The lowest unoccupied orbital energy (spin up / spin down) is -4.05 / -8.22 eV.

CARTESIAN COORDINATES (ANGSTROEM)
C (-1.2668, -1.5294, -2.5772)
C (-1.2019, -1.0940, -1.1594)
C (-0.1615, -0.2751, -0.8299)
C (0.2878, 0.1870, 0.5032)
C (-0.1416, 1.3630, 1.0419)
O (-1.1539, 2.1190, 0.5047)
C (0.4552, 1.9572, 2.2152)
H (-1.5436, -0.7163, -3.2799)
H (-0.2665, -1.7015, -2.9538)
H (-1.8662, -2.3976, -2.7689)
H (-1.8504, -1.4095, -0.3567)
H (0.5339, 0.1587, -1.5221)
H (1.1083, -0.5112, 0.8304)
H (-0.8566, 2.3989, -0.3984)
H (1.4173, 1.5468, 2.6260)
H (-0.4284, 2.0807, 2.9372)
H (0.7164, 3.0461, 2.2177)
H (2.8195, -3.1371, 0.3654)
H (1.7453, -2.0479, 0.7653)
O (2.5466, -2.2202, 0.2774)

Atoms 1-2, force components in eV/Å:
0.0326 0.6357 -0.9876
2.0803 1.7671 0.0959



Entry 7:
DFT (ωB97M-V with the def2-TZVPD basis set) results for BrH10LiO5 as an isolated structure.

Its HOMO energy is -10.166 eV. The calculation puts the orbital gap at 8.3982 eV. As for the charge: 0. The lowest unoccupied orbital energy is -1.77 eV.

CARTESIAN COORDINATES (ANGSTROEM)
Li (-0.3799, 2.9693, 1.4487)
Br (-0.1923, 0.8319, 0.2903)
O (0.1282, 1.5502, -3.0847)
H (0.4372, 1.1897, -2.2401)
H (0.6039, 1.0523, -3.7587)
O (1.0321, -2.5200, 0.0383)
H (0.5872, -1.8355, -0.4787)
H (1.9727, -2.3705, -0.1130)
O (-1.0725, -1.6103, 2.3391)
H (-0.4724, -2.2821, 1.9877)
H (-1.1474, -0.9611, 1.6193)
O (3.0785, 0.3516, 1.4477)
H (2.7994, 0.6811, 2.3071)
H (2.2569, 0.2794, 0.9370)
O (-3.4418, 0.6328, -1.0983)
H (-3.6595, 1.5361, -0.8508)
H (-2.5302, 0.5052, -0.7908)

Atoms 1-2, force components in eV/Å:
0.0708 -0.7507 -0.4214
0.0135 0.8731 0.2123



Entry 8:
DFT (ωB97M-V with the def2-TZVPD basis set) results for C33H47N3S3Ti as an isolated structure.

Its HOMO energy (spin up / spin down) is -10.895 / -10.891 eV. The calculation puts the orbital gap (spin up / spin down) at 7.7774 / 5.7555 eV. As for the charge: +1. The expectation value of S² is 0.7859. Its multiplicity is 2. The lowest unoccupied orbital energy (spin up / spin down) is -3.12 / -5.14 eV.

CARTESIAN COORDINATES (ANGSTROEM)
Ti (0.2036, -0.0357, -1.8062)
C (0.2718, 4.5451, -1.4948)
C (0.8192, 4.6753, -2.6922)
S (0.8721, 0.9037, -3.8093)
C (2.3570, 0.0330, -4.4140)
C (3.4831, 0.0099, -3.3989)
S (2.8994, -0.7165, -1.8504)
C (3.4783, 0.5156, -0.6516)
C (2.6272, 1.7703, -0.6412)
S (0.9079, 1.3987, -0.1638)
H (-0.7152, 4.1222, -1.3575)
H (0.7929, 4.8500, -0.5951)
H (1.8081, 5.0969, -2.8221)
H (0.3000, 4.3686, -3.5915)
H (2.6781, 0.5533, -5.3168)
H (2.0868, -0.9820, -4.7071)
H (3.8360, 1.0201, -3.1922)
H (4.3223, -0.5882, -3.7541)
H (4.5221, 0.7335, -0.8881)
H (3.4463, 0.0102, 0.3140)
H (2.6180, 2.2735, -1.6099)
H (3.0214, 2.4685, 0.1004)
C (0.3966, -4.4244, 3.7455)
C (-0.3943, -3.1512, 3.4237)
C (0.2575, -1.9225, 3.9988)
C (0.0066, -1.6076, 5.3173)
C (0.5739, -0.4881, 5.9196)
C (1.4238, 0.3453, 5.1970)
C (1.7173, 0.0864, 3.8779)
C (2.6991, 0.9399, 3.1362)
C (4.0887, 0.3000, 3.0868)
C (1.1329, -1.0634, 3.2486)
N (1.3977, -1.2500, 1.9517)
C (1.4408, -2.3642, 1.2728)
C (0.9708, -2.7094, 0.0081)
C (0.9384, -4.0916, -0.3153)
C (0.1676, -4.2356, -1.4412)
C (-0.2112, -2.9328, -1.7987)
N (0.2429, -1.9989, -0.9516)
H (-0.0941, -5.3004, 3.3226)
H (0.4753, -4.5663, 4.8234)
H (1.4139, -4.3801, 3.3543)
H (-1.3939, -3.2354, 3.8558)
H (-0.5383, -3.0607, 2.3460)
H (-0.6592, -2.2415, 5.8897)
H (0.3497, -0.2632, 6.9536)
H (1.8663, 1.2085, 5.6774)
H (2.7627, 1.9085, 3.6341)
H (2.3202, 1.1060, 2.1301)
H (4.4910, 0.1687, 4.0915)
H (4.7802, 0.9323, 2.5296)
H (4.0626, -0.6805, 2.6074)
H (1.9504, -3.1977, 1.7621)
H (1.4077, -4.8697, 0.2672)
H (-0.0949, -5.1405, -1.9611)
H (-0.7921, -2.6479, -2.6625)
C (-3.4722, 4.1040, 0.1560)
C (-2.9754, 2.6839, 0.1382)
C (-2.9234, 1.9274, 1.3105)
C (-2.4888, 0.6151, 1.3079)
C (-2.4312, -0.1750, 2.5838)
C (-2.1029, 0.0381, 0.0955)
C (-2.1111, 0.7814, -1.0868)
C (-2.5507, 2.1089, -1.0443)
N (-1.5987, 0.1591, -2.2706)
C (-2.5219, 0.0191, -3.4450)
C (-3.9450, -0.2199, -2.9396)
C (-2.0998, -1.1955, -4.2691)
C (-2.4898, 1.2553, -4.3519)
H (-3.7709, 4.4056, 1.1583)
H (-4.3325, 4.2224, -0.5036)
H (-2.7006, 4.7947, -0.1880)
H (-3.2449, 2.3778, 2.2432)
H (-3.2429, 0.1004, 3.2568)
H (-1.4922, 0.0130, 3.1080)
H (-2.5008, -1.2451, 2.3847)
H (-1.8285, -1.0087, 0.0624)
H (-2.5511, 2.7030, -1.9468)
H (-3.9667, -1.0246, -2.2021)
H (-4.5730, -0.5092, -3.7825)
H (-4.3795, 0.6706, -2.4855)
H (-2.3648, -2.1261, -3.7646)
H (-1.0306, -1.1781, -4.4872)
H (-2.6268, -1.1821, -5.2238)
H (-2.5501, 2.1831, -3.7910)
H (-3.3449, 1.2180, -5.0285)
H (-1.5816, 1.2855, -4.9505)

Atoms 1-2, force components in eV/Å:
-0.0239 0.1380 0.5193
0.0573 0.0092 0.0226



One value per record, in order, for energy relative to the best compared isomer or geometry (same formula, charge and spin): 5.080 1.505 0.276 0.000 2.891 2.505 0.405 1.866 eV.